No. 1
Molecular formula: C22H26ClN3O3S
Method: DFT, the ωB97M-V functional and the def2-TZVPD basis

Last column: Löwdin charge in e.
Geometry (Å):
Cl (-5.1972, -3.9186, 0.0345)  0.662
S (-0.0705, 2.2673, -0.1167)  0.682
O (-0.0566, 3.2695, 0.9085)  -0.280
O (-0.4000, 2.6763, -1.4560)  -0.287
O (5.7570, -0.8360, -2.0269)  0.079
N (-3.7034, 0.9260, -0.7226)  -0.101
N (5.0778, -0.6079, 0.1170)  0.030
N (-1.0652, 1.0234, 0.4326)  -0.232
C (2.1499, 1.1704, -1.3269)  -0.044
C (-6.0307, 0.5059, -0.1986)  -0.205
C (3.2127, 0.3223, 1.0744)  -0.143
C (7.1789, -1.7830, -0.3640)  -0.155
C (-2.2335, 1.4505, 1.1759)  -0.163
C (3.3619, 0.4943, -1.3409)  0.029
C (-6.8052, -1.7561, 0.2158)  -0.115
C (5.2764, -0.7618, 1.5584)  -0.109
C (-4.4961, -1.3485, -0.3329)  -0.049
C (-7.0347, -0.3944, 0.1195)  -0.046
C (-2.5462, 0.4782, -1.4695)  -0.138
C (-4.7198, 0.0292, -0.3935)  -0.188
C (2.0105, 0.9899, 1.0800)  0.003
C (3.9892, -0.2454, 2.2238)  -0.079
C (-6.3882, 1.9502, -0.3948)  -0.049
C (5.9562, -1.0249, -0.8461)  -0.439
C (1.4933, 1.4102, -0.1363)  -0.282
C (3.8873, 0.0743, -0.1277)  -0.129
C (-5.5277, -2.2183, -0.0365)  -0.674
C (-3.3382, 1.9515, 0.2369)  -0.132
C (-1.3742, 0.0334, -0.5785)  -0.167
C (6.8682, -3.2804, -0.3087)  -0.081
H (-2.8399, -0.3237, -2.1478)  0.130
H (-0.4777, -0.1076, -1.1848)  0.118
H (-2.5913, 0.5983, 1.7641)  0.135
H (4.1971, 0.5112, 2.9802)  0.122
H (-1.9088, 2.2487, 1.8432)  0.113
H (6.1411, -0.1688, 1.8741)  0.128
H (-7.6018, -2.4399, 0.4590)  0.101
H (3.4317, -1.0521, 2.7033)  0.122
H (-7.3909, 2.0245, -0.8107)  0.080
H (5.4632, -1.8080, 1.8070)  0.116
H (6.5520, -3.6267, -1.2895)  0.082
H (1.7043, 1.5285, -2.2416)  0.115
H (-4.2050, 2.2419, 0.8257)  0.114
H (7.5279, -1.4254, 0.6034)  0.099
H (-8.0371, -0.0221, 0.2738)  0.114
H (-2.1998, 1.3325, -2.0614)  0.114
H (-6.3850, 2.4967, 0.5488)  0.081
H (-2.9581, 2.8205, -0.3115)  0.131
H (1.4694, 1.2027, 1.9873)  0.127
H (7.7551, -3.8360, -0.0137)  0.075
H (7.9645, -1.6162, -1.1025)  0.120
H (-5.6881, 2.4261, -1.0759)  0.080
H (-3.5149, -1.7549, -0.5131)  0.092
H (-1.5981, -0.9030, -0.0573)  0.120
H (6.0733, -3.4970, 0.4018)  0.066
H (3.8847, 0.3025, -2.2621)  0.105

Calculated values
HOMO level: -7.854 eV
Structure (SMILES): CCC(=O)N1CCc2cc(S(=O)(=O)N3CCN(c4cc(Cl)ccc4C)CC3)ccc21
Largest force on an atom: 1.04 eV/Å
Electronic energy: -57207.0077 eV
Kohn-Sham gap: 0.306 hartree
Charge: 0
Energy above the lowest of the compared OMol25 structures with the same formula, charge and spin: 55.25 kcal/mol

No. 2
Molecular formula: C13H13N3O2
Method: DFT, the ωB97M-V functional and the def2-TZVPD basis

Last column: Löwdin charge in e.
Geometry (Å):
O (0.7174, -2.5324, 1.1882)  0.074
O (0.1258, 1.9559, -1.8132)  0.062
N (1.6939, -2.5240, -1.5194)  -0.072
N (-0.7887, -0.1292, 2.2318)  0.220
N (-1.2690, 1.5872, 0.9947)  0.049
C (-0.0371, 0.8550, -1.2216)  -0.261
C (2.6956, -3.4404, -1.0728)  -0.142
C (-0.3228, -0.3616, 0.9726)  -0.133
C (1.1387, -0.1516, -3.1479)  -0.042
C (0.7629, -0.2852, -1.7012)  -0.095
C (0.5588, -1.4629, 0.5152)  -0.231
C (-1.9847, 1.9387, 3.0872)  -0.116
C (1.0194, -1.4162, -0.8445)  -0.059
C (-1.9344, 3.2857, 2.5542)  -0.183
C (1.3622, -3.9697, -1.6233)  -0.089
C (-1.6910, 2.9958, 1.0643)  -0.079
C (-0.5463, 0.7271, 0.1521)  -0.032
C (-1.2550, 1.0527, 2.1598)  -0.371
H (0.6513, -4.4201, -0.8934)  0.113
H (0.1991, 0.2479, -3.6687)  0.108
H (-0.8280, 3.6776, 0.5777)  0.168
H (-2.5534, 3.1288, 0.3758)  0.129
H (2.6035, -3.9078, -0.0518)  0.113
H (1.8573, 0.6946, -3.3624)  0.105
H (-3.0613, 1.7806, 2.9554)  0.139
H (1.4556, -1.1028, -3.6102)  0.079
H (-1.1337, 3.9826, 3.0215)  0.149
H (3.6043, -3.3071, -1.5994)  0.090
H (1.4875, -4.5068, -2.5604)  0.088
H (-1.6998, 1.7979, 4.1123)  0.126
H (-2.8280, 3.8095, 2.7272)  0.092

Calculated values
HOMO level: -8.984 eV
Structure (SMILES): CC1=C(N2CC2)C(=O)c2nc3n(c2C1=O)CCC3
Largest force on an atom: 5.13 eV/Å
Electronic energy: -22253.0447 eV
Kohn-Sham gap: 0.274 hartree
Charge: 0
Energy above the lowest of the compared OMol25 structures with the same formula, charge and spin: 103.32 kcal/mol

No. 3
Molecular formula: C26H51ClF3O12P3S2
Method: DFT, the ωB97M-V functional and the def2-TZVPD basis

Last column: Löwdin charge in e.
Geometry (Å):
Cl (6.2674, 1.2736, 5.4461)  0.437
S (3.1725, 5.2528, 2.7192)  0.171
S (5.2508, -0.3764, 6.0537)  0.331
P (3.0010, 1.6980, -5.6078)  0.445
P (-5.6743, -2.3747, 0.3672)  0.447
P (2.0579, 4.2116, 3.9204)  0.484
F (3.5860, 2.1582, 3.9473)  0.023
F (2.2256, 0.5793, -0.2748)  -0.027
F (-0.5301, 2.8620, 2.6970)  0.051
O (3.3223, 0.1535, -5.9337)  -0.178
O (4.2719, 2.1143, -4.7155)  -0.186
O (3.6132, 2.4130, -6.8838)  -0.160
O (1.7645, 1.5897, 6.0965)  0.190
O (1.8266, 1.7832, -4.7265)  -0.231
O (-5.6981, -3.9539, 0.0545)  -0.178
O (-6.9740, -1.8904, -0.3987)  -0.159
O (0.1416, 1.8157, 4.5366)  0.093
O (-4.7262, -1.8241, -0.8128)  -0.186
O (-4.9531, -2.1295, 1.6248)  -0.231
O (4.5183, 0.0098, 7.2199)  -0.342
O (6.1146, -1.5044, 6.2164)  -0.328
C (0.0945, 1.6975, 3.1059)  -0.386
C (2.2413, 2.3248, 3.8058)  -0.465
C (2.2905, -0.8342, -5.9783)  -0.273
C (1.8695, 2.3669, 1.3340)  -0.098
C (-0.9140, 0.5790, 2.8028)  -0.082
C (1.8119, 2.6172, -8.5358)  -0.075
C (4.2311, 1.2492, -2.4433)  -0.070
C (1.4944, 1.7365, -0.0008)  -0.343
C (-7.0849, -5.3004, 1.5621)  -0.073
C (4.0266, -0.7284, 4.7878)  -0.258
C (3.4967, -0.1740, 2.2463)  -0.143
C (1.5819, 1.5672, 2.6233)  -0.254
C (1.6803, -0.9805, -7.3571)  -0.074
C (-1.9642, 0.5170, 3.9015)  -0.154
C (-2.3641, -2.2907, -0.4988)  -0.066
C (4.1225, 2.4640, -3.3407)  -0.276
C (1.4194, 1.8518, 4.9889)  -0.476
C (4.5199, -0.5708, 3.3442)  -0.208
C (-5.6910, -4.9271, 1.1020)  -0.272
C (-8.2792, -2.4173, -0.1266)  -0.258
C (-2.3795, -0.6366, 4.4225)  0.017
C (-3.4585, -1.2450, -0.5213)  -0.285
C (3.2023, 2.1043, -8.2213)  -0.259
C (-8.8270, -1.9532, 1.2072)  -0.075
C (2.0236, 0.0871, 2.6177)  -0.089
C (0.0194, 1.4303, -0.2197)  -0.014
H (1.6899, -0.3879, 3.5440)  0.132
H (4.9243, 3.1676, -3.1118)  0.119
H (-8.9156, -2.0500, -0.9307)  0.123
H (-1.4203, -1.8511, -0.1693)  0.061
H (-8.1396, -2.1880, 2.0236)  0.067
H (-2.6685, -0.7147, 5.4637)  0.059
H (2.4341, -1.2655, -8.0925)  0.080
H (0.6985, 4.5367, 3.8800)  0.006
H (-9.7863, -2.4296, 1.4097)  0.084
H (1.4074, 3.3514, 1.3526)  0.097
H (-8.9723, -0.8729, 1.2048)  0.082
H (3.4921, -0.9705, 1.5038)  0.113
H (-2.2206, -2.7064, -1.4972)  0.079
H (-7.6730, -5.7122, 0.7408)  0.080
H (2.4864, 4.4289, 5.2385)  0.010
H (4.0075, 1.5179, -1.4134)  0.056
H (-5.1956, -5.8079, 0.6922)  0.119
H (3.1709, -0.1249, 5.0684)  0.064
H (1.2249, -0.0445, -7.6854)  0.059
H (-0.1840, 1.5953, -1.2806)  0.088
H (-5.0904, -4.5856, 1.9464)  0.109
H (5.3071, 0.1822, 3.3494)  0.056
H (0.9046, -1.7467, -7.3468)  0.082
H (2.9477, 2.5379, 1.3033)  0.111
H (3.9274, 2.5942, -8.8700)  0.123
H (-2.4269, 1.4383, 4.2403)  0.113
H (3.2980, 1.0339, -8.4082)  0.100
H (-3.2530, -0.5236, -1.3143)  0.118
H (3.1820, 2.9909, -3.1790)  0.101
H (5.0223, -1.4930, 3.0548)  0.115
H (-1.4558, 0.8182, 1.8886)  0.106
H (-2.6053, -3.1252, 0.1603)  0.075
H (-0.1693, 0.3675, -0.0669)  0.072
H (5.2416, 0.8382, -2.4817)  0.081
H (-3.4986, -0.6860, 0.4142)  0.098
H (3.8790, 0.6933, 1.7150)  0.101
H (-2.4788, -1.5232, 3.8011)  0.063
H (-0.4700, -0.4092, 2.7717)  0.114
H (1.4206, -0.3576, 1.8258)  0.110
H (1.5081, 2.3022, -9.5342)  0.084
H (2.7601, -1.7746, -5.6874)  0.119
H (3.8212, -1.7828, 4.9788)  0.116
H (-8.2729, -3.5045, -0.2132)  0.101
H (3.5493, 0.4574, -2.7529)  0.076
H (1.7795, 2.4589, -0.7706)  0.139
H (-7.0328, -6.0474, 2.3546)  0.082
H (1.7893, 3.7062, -8.4961)  0.082
H (-7.6145, -4.4302, 1.9539)  0.060
H (1.0789, 2.2491, -7.8137)  0.067
H (1.5158, -0.6213, -5.2402)  0.109
H (-0.6661, 2.0751, 0.3217)  0.079

Calculated values
HOMO level: -9.083 eV
Structure (SMILES): C=CC[C@@]1(F)OC(=O)[C@](F)([PH2]=S)[C@]1(CCCCS(=O)(=O)Cl)C[C@H](C)F.CCOP(=O)(OCC)OCC.CCOP(=O)(OCC)OCC
Largest force on an atom: 4.47 eV/Å
Electronic energy: -122573.7803 eV
Kohn-Sham gap: 0.346 hartree
Charge: 0

Please write out number 2 again, unchanged.
Molecular formula: C13H13N3O2
Method: DFT, the ωB97M-V functional and the def2-TZVPD basis

Last column: Löwdin charge in e.
Geometry (Å):
O (0.7174, -2.5324, 1.1882)  0.074
O (0.1258, 1.9559, -1.8132)  0.062
N (1.6939, -2.5240, -1.5194)  -0.072
N (-0.7887, -0.1292, 2.2318)  0.220
N (-1.2690, 1.5872, 0.9947)  0.049
C (-0.0371, 0.8550, -1.2216)  -0.261
C (2.6956, -3.4404, -1.0728)  -0.142
C (-0.3228, -0.3616, 0.9726)  -0.133
C (1.1387, -0.1516, -3.1479)  -0.042
C (0.7629, -0.2852, -1.7012)  -0.095
C (0.5588, -1.4629, 0.5152)  -0.231
C (-1.9847, 1.9387, 3.0872)  -0.116
C (1.0194, -1.4162, -0.8445)  -0.059
C (-1.9344, 3.2857, 2.5542)  -0.183
C (1.3622, -3.9697, -1.6233)  -0.089
C (-1.6910, 2.9958, 1.0643)  -0.079
C (-0.5463, 0.7271, 0.1521)  -0.032
C (-1.2550, 1.0527, 2.1598)  -0.371
H (0.6513, -4.4201, -0.8934)  0.113
H (0.1991, 0.2479, -3.6687)  0.108
H (-0.8280, 3.6776, 0.5777)  0.168
H (-2.5534, 3.1288, 0.3758)  0.129
H (2.6035, -3.9078, -0.0518)  0.113
H (1.8573, 0.6946, -3.3624)  0.105
H (-3.0613, 1.7806, 2.9554)  0.139
H (1.4556, -1.1028, -3.6102)  0.079
H (-1.1337, 3.9826, 3.0215)  0.149
H (3.6043, -3.3071, -1.5994)  0.090
H (1.4875, -4.5068, -2.5604)  0.088
H (-1.6998, 1.7979, 4.1123)  0.126
H (-2.8280, 3.8095, 2.7272)  0.092

Calculated values
HOMO level: -8.984 eV
Structure (SMILES): CC1=C(N2CC2)C(=O)c2nc3n(c2C1=O)CCC3
Largest force on an atom: 5.13 eV/Å
Electronic energy: -22253.0447 eV
Kohn-Sham gap: 0.274 hartree
Charge: 0
Energy above the lowest of the compared OMol25 structures with the same formula, charge and spin: 103.32 kcal/mol

Q: Which of these has the lowest Kohn-Sham gap?
A: C13H13N3O2